One molecule with the formula C23H27N5O, computed with ωB97M-V/def2-TZVPD.

```
56
Properties=species:S:1:pos:R:3:forces:R:3:mulliken_charge:R:1
C -5.368 -3.214 2.140 -0.0010 -0.0133 -0.0413 -1.56
C -4.907 -2.386 0.976 0.0201 0.0516 0.1572 0.86
C -4.293 -1.166 1.171 -0.0519 -0.1288 -0.1316 -0.53
C -3.874 -0.430 0.064 -0.0883 -0.1025 -0.4309 0.70
C -4.083 -0.946 -1.241 -0.1280 -0.1879 0.5338 -0.72
C -4.704 -2.170 -1.439 -0.0228 -0.0663 -0.0508 -0.96
C -5.107 -2.872 -0.325 0.0272 0.0382 -0.1133 -0.63
H -5.592 -3.830 -0.449 -0.0524 -0.1030 -0.0333 0.41
H -4.865 -2.560 -2.434 -0.0299 -0.0670 -0.0875 0.37
N -3.580 -0.047 -2.147 0.0421 0.0787 -0.3397 -0.02
C -3.071 1.017 -1.455 0.0425 0.1609 0.4929 -0.14
C -3.230 0.826 -0.113 0.1368 0.2491 -0.5222 1.15
C -2.693 1.864 0.808 -0.2109 -0.0863 0.1566 -1.06
N -1.370 2.269 0.333 -0.2372 -0.0515 -0.0040 0.19
C -0.373 2.327 1.239 0.2830 0.2622 -0.0183 0.39
O -0.564 2.172 2.433 0.1312 -0.0694 0.3558 -0.71
C 1.033 2.613 0.715 0.1509 -0.0903 0.1089 -0.88
N 1.494 1.560 -0.178 0.0219 0.0468 0.0239 0.12
C 2.796 1.824 -0.763 0.1915 0.0521 0.0464 -0.87
H 2.819 2.851 -1.134 0.0143 0.0059 -0.0528 0.51
C 3.961 1.584 0.215 -0.0732 0.1808 -0.3126 -0.88
N 3.898 0.234 0.726 -0.1588 0.2441 0.2187 0.08
C 4.587 -0.812 0.183 0.3063 -0.4169 -0.0231 1.01
N 4.126 -2.034 0.477 -0.2114 0.3064 0.0600 -0.32
C 4.782 -3.094 0.047 0.2401 -0.2218 -0.1843 -0.42
C 5.935 -3.034 -0.712 0.0604 -0.0357 -0.0251 -0.49
C 6.426 -1.770 -1.023 -0.1506 -0.0778 0.0630 -0.54
C 5.760 -0.650 -0.580 -0.0017 0.1194 -0.0871 -0.55
H 6.151 0.327 -0.813 0.0111 0.0551 0.0035 0.23
H 7.328 -1.663 -1.609 0.0464 0.0274 -0.0219 0.40
H 6.434 -3.929 -1.047 0.0178 -0.0939 -0.0081 0.38
H 4.344 -4.044 0.329 0.0567 -0.1244 -0.0338 0.38
C 2.631 -0.020 1.386 -0.4040 -0.1448 0.0664 -0.97
H 2.623 -1.055 1.724 -0.0848 0.1996 0.0813 0.48
C 1.471 0.229 0.415 0.1312 -0.1568 0.1837 -0.79
H 0.518 0.085 0.925 -0.0279 -0.1093 -0.0210 0.43
H 1.540 -0.492 -0.406 -0.0329 -0.0601 0.0694 0.45
H 2.550 0.647 2.250 0.0056 -0.0300 0.0092 0.31
H 4.909 1.775 -0.283 -0.0141 0.0365 0.0733 0.40
H 3.881 2.272 1.064 0.0889 -0.0060 -0.0667 0.33
H 2.913 1.143 -1.614 0.0865 0.0626 -0.0161 0.34
H 1.032 3.554 0.156 0.0212 0.0041 0.0268 0.54
H 1.665 2.744 1.605 -0.1685 0.0597 -0.0682 0.44
C -1.144 2.488 -1.088 0.2554 0.0746 -0.5277 -0.52
H -0.815 3.522 -1.244 0.0022 -0.0962 -0.0768 0.27
H -0.337 1.823 -1.412 -0.1689 0.1913 -0.0220 0.37
C -2.386 2.232 -1.961 -0.0173 0.0210 0.1646 -0.92
H -2.078 2.134 -3.003 0.0276 0.0772 0.0183 0.39
H -3.067 3.086 -1.886 -0.0033 -0.0101 -0.0995 0.32
H -3.353 2.743 0.829 0.0511 -0.0777 0.1323 0.17
H -2.574 1.497 1.828 -0.0559 0.1258 -0.1319 0.47
H -3.585 -0.157 -3.147 0.0090 0.0179 0.1084 0.18
H -4.133 -0.782 2.168 -0.0046 0.0116 0.1511 0.40
H -5.158 -2.711 3.081 -0.0109 -0.0118 0.0965 0.34
H -4.864 -4.180 2.143 -0.0009 -0.0778 0.0769 0.34
H -6.440 -3.398 2.076 -0.0670 -0.0431 0.0725 0.34
```
Forces are in eV/Å.

Its SMILES is Cc1ccc2[nH]c3c(c2c1)CN(C(=O)CN1CCN(c2ccccn2)CC1)CC3. The gap between HOMO and LUMO comes out at 8.1 eV. Its total charge is 0. As for the HOMO energy: -7.537 eV.